The following is a quantum chemistry calculation of C49H127CuN6O18 as an isolated structure at a distorted geometry, from the OMol25 dataset.

Geometry (Å):
Cu: -2.3385 2.9972 2.8794
C: -1.3876 -0.3648 0.5423
C: -1.4086 0.0951 2.0330
C: -0.8477 -0.9672 2.9782
O: -0.9332 1.3734 2.2864
H: -0.3824 -0.6217 0.2083
H: -1.7538 0.4923 -0.0229
H: -1.9201 -1.2959 0.3486
H: -2.4812 0.0916 2.2266
H: 0.2391 -1.0490 2.9966
H: -1.2586 -1.9483 2.7401
H: -1.0984 -0.7401 4.0144
C: 7.0486 -0.2764 0.6044
O: 5.8302 -0.8159 1.1458
C: 5.4998 -0.3416 2.4436
C: 4.1862 -0.9895 2.9226
N: 4.2287 -2.4298 3.2345
C: 2.9199 -2.9337 3.7005
C: 2.8741 -4.4290 3.8645
O: 3.0103 -5.0884 2.6124
C: 2.9789 -6.4986 2.6111
H: 7.8358 -0.7120 1.2198
H: 7.1074 0.8103 0.6660
H: 7.3200 -0.6425 -0.3857
H: 5.3253 0.7242 2.2969
H: 6.3558 -0.5508 3.0851
H: 3.4208 -0.7685 2.1787
H: 3.8682 -0.4439 3.8111
H: 4.4739 -2.9945 2.4338
H: 2.0626 -2.6040 3.1138
H: 2.7431 -2.4291 4.6504
H: 1.8765 -4.6413 4.2489
H: 3.5317 -4.7348 4.6783
H: 2.0956 -6.9517 3.0611
H: 3.8572 -6.8470 3.1545
H: 3.0306 -6.7619 1.5546
C: 2.2615 1.7937 -8.8149
O: 1.1655 0.9415 -8.4588
C: 1.4491 -0.4677 -8.6358
C: 0.2027 -1.2992 -8.2259
N: 0.0681 -1.4398 -6.7723
C: -1.0467 -2.2910 -6.4114
C: -1.4601 -2.1472 -4.9408
O: -1.6973 -0.7788 -4.5800
C: -2.2797 -0.6022 -3.3246
H: 3.1092 1.6516 -8.1446
H: 1.9493 2.8320 -8.7036
H: 2.6601 1.6620 -9.8208
H: 2.2929 -0.7876 -8.0244
H: 1.7875 -0.6548 -9.6549
H: 0.3687 -2.2738 -8.6849
H: -0.6525 -0.8329 -8.7151
H: -0.1227 -0.5303 -6.3766
H: -0.8118 -3.3419 -6.5801
H: -1.9073 -2.0596 -7.0390
H: -0.7306 -2.6599 -4.3139
H: -2.4374 -2.6046 -4.7867
H: -3.3191 -0.9260 -3.2688
H: -2.1531 0.4426 -3.0411
H: -1.7654 -1.1268 -2.5194
C: -4.9807 -1.9437 1.0616
O: -5.4076 -0.5936 0.7970
C: -5.1804 -0.1878 -0.5461
C: -5.8488 1.2062 -0.7197
N: -7.3140 0.9967 -0.7670
C: -8.0692 2.2080 -0.7937
C: -8.2302 2.7859 0.6147
O: -8.9015 1.8473 1.4807
C: -9.5271 2.4394 2.6652
H: -5.1152 -2.1794 2.1172
H: -3.9186 -2.0690 0.8511
H: -5.4786 -2.6596 0.4077
H: -5.5560 -0.9249 -1.2558
H: -4.0933 -0.2164 -0.6207
H: -5.6302 1.6944 -1.6694
H: -5.5498 1.9105 0.0566
H: -7.5335 0.6564 0.1583
H: -9.0603 1.8833 -1.1105
H: -7.6319 2.9663 -1.4432
H: -8.8252 3.6981 0.5699
H: -7.2286 2.9550 1.0099
H: -9.9262 1.6632 3.3182
H: -10.3648 3.1056 2.4591
H: -8.7682 3.0093 3.2012
C: 2.0890 -2.3430 -1.5913
O: 2.3087 -3.7035 -1.2491
C: 3.2579 -3.9166 -0.2230
C: 4.6748 -3.3941 -0.4975
N: 5.3717 -4.1647 -1.5116
C: 6.8147 -3.8754 -1.5916
C: 7.5266 -4.4260 -2.8425
O: 8.9312 -4.4509 -2.6522
C: 9.6018 -5.0396 -3.6928
H: 1.6534 -1.9055 -0.6930
H: 1.3017 -2.2227 -2.3354
H: 3.0101 -1.8639 -1.9232
H: 3.3353 -4.9907 -0.0540
H: 2.8843 -3.4023 0.6624
H: 5.1768 -3.5932 0.4493
H: 4.6876 -2.3258 -0.7133
H: 4.9943 -4.0538 -2.4418
H: 7.2898 -4.1831 -0.6600
H: 6.9354 -2.7943 -1.6606
H: 7.2855 -3.8801 -3.7546
H: 7.1139 -5.4334 -2.8982
H: 9.1791 -4.7633 -4.6588
H: 9.4565 -6.1195 -3.6664
H: 10.6732 -4.8643 -3.7898
C: 1.0806 8.3998 -7.0057
O: 1.1963 6.9613 -6.9123
C: 2.2246 6.4632 -6.0832
C: 2.2954 4.9080 -6.2629
N: 1.5926 4.1947 -5.2107
C: 1.4813 2.7704 -5.6141
C: 0.6683 2.0155 -4.5176
O: 1.5853 1.8728 -3.4381
C: 1.1118 0.9473 -2.4818
H: 2.0439 8.7148 -7.4070
H: 0.8378 8.8511 -6.0437
H: 0.3058 8.7527 -7.6863
H: 2.1633 6.7359 -5.0296
H: 3.1509 6.9168 -6.4359
H: 3.3189 4.5333 -6.2749
H: 1.9781 4.5345 -7.2366
H: 2.2583 4.2715 -4.4551
H: 2.3995 2.2817 -5.9401
H: 0.8426 2.8279 -6.4955
H: 0.4107 1.0688 -4.9926
H: -0.2020 2.4842 -4.0583
H: 0.8926 0.0048 -2.9835
H: 0.2071 1.2846 -1.9759
H: 1.8477 0.8964 -1.6794
C: -5.4251 1.9461 3.0937
O: -4.1636 2.0289 3.7010
C: -4.0563 1.6194 5.0901
C: -2.6095 1.5635 5.5803
N: -2.0467 2.8277 5.1880
C: -0.5848 2.9421 5.3697
C: -0.1355 4.2700 4.8088
O: -0.5323 4.1895 3.3845
C: -0.2187 5.4048 2.7501
H: -5.4508 2.3749 2.0919
H: -6.2147 2.3525 3.7257
H: -5.6572 0.8847 3.0063
H: -4.5118 0.6321 5.1671
H: -4.6005 2.3412 5.6990
H: -2.0898 0.6889 5.1890
H: -2.5421 1.4571 6.6630
H: -2.4373 3.4502 5.8808
H: -0.0148 2.1963 4.8156
H: -0.2111 2.8891 6.3923
H: 0.9337 4.3965 4.9786
H: -0.6166 5.0860 5.3480
H: 0.8644 5.5234 2.7219
H: -0.5893 6.3049 3.2407
H: -0.5912 5.3197 1.7292
C: -0.6821 -4.2594 0.6708
C: -0.0876 -5.5415 1.1947
O: -1.0676 -6.5417 0.8356
H: -1.6847 -4.1042 1.0692
H: -0.6909 -4.2928 -0.4187
H: -0.0976 -3.3965 0.9902
H: 0.1143 -5.4752 2.2638
H: 0.8237 -5.9038 0.7188
H: -1.0141 -6.6283 -0.1190
C: 3.4660 2.6046 0.9226
C: 2.0090 2.2178 1.2545
O: 1.8646 1.2977 2.3197
H: 3.9791 2.9774 1.8091
H: 3.5291 3.2535 0.0491
H: 4.0123 1.7255 0.5810
H: 1.5614 1.8660 0.3250
H: 1.4602 3.1266 1.5012
H: 0.9161 1.1849 2.4161
C: -3.9867 -2.2970 4.9370
C: -4.0941 -2.0665 6.4314
O: -5.4355 -1.7624 6.7456
H: -2.9237 -2.3107 4.6961
H: -4.2831 -1.4278 4.3499
H: -4.4678 -3.1973 4.5548
H: -3.4493 -1.2452 6.7441
H: -3.7800 -2.8808 7.0844
H: -5.9952 -2.5005 6.4936
C: 0.2125 -2.1694 7.0108
C: 0.7588 -0.7595 6.7829
O: 1.8515 -0.4832 7.6322
H: -0.6235 -2.3438 6.3335
H: -0.2443 -2.2237 7.9990
H: 0.9728 -2.9367 6.8645
H: -0.0293 -0.0171 6.9089
H: 1.1123 -0.6170 5.7617
H: 1.9824 0.4629 7.7283
C: -2.2002 3.4394 -1.6673
C: -1.8286 3.5171 -0.2021
O: -2.9037 3.0524 0.5878
H: -1.4802 3.9422 -2.3131
H: -3.0707 4.0954 -1.6629
H: -2.6506 2.5032 -1.9972
H: -1.6575 4.5785 -0.0222
H: -0.9969 2.8684 0.0727
H: -3.6459 3.5338 0.2152

Force components x, y, z for each atom (eV/Å):
0.7 -1.3 -0.1
0.9 0.7 0.4
-0.4 -1.2 -0.3
0.2 0.1 0.5
-0.8 0.6 0.0
0.4 0.4 0.1
-0.2 -0.3 -0.4
-0.5 0.3 0.3
-0.6 0.3 0.3
0.2 0.1 -0.5
0.0 0.0 0.0
-0.2 0.0 0.0
0.3 -0.8 1.5
-0.1 -0.5 -1.8
-0.3 -0.4 -0.5
0.5 -0.2 -0.3
-0.4 0.0 0.1
0.9 0.8 0.1
-1.0 0.0 0.4
0.1 0.9 0.1
0.6 0.2 0.2
0.4 0.4 0.2
-0.2 0.1 -0.1
-0.9 0.1 -0.3
0.0 0.3 0.7
-0.1 0.2 0.4
-0.2 0.1 -0.3
0.1 -0.1 0.2
0.3 0.2 -0.2
-0.1 0.0 -0.8
0.0 -0.4 0.4
-0.3 -0.2 0.1
0.7 -0.4 -0.4
-0.3 0.2 0.0
0.1 -0.4 -0.1
0.0 -0.4 0.1
-0.1 -0.2 0.5
0.7 -0.5 -0.4
-0.5 0.5 0.6
1.4 0.6 -0.4
0.3 0.0 -0.2
-0.6 0.4 0.4
-0.8 0.3 -0.4
1.0 -0.2 -0.5
0.3 0.1 0.6
0.1 -0.2 0.3
-0.2 -0.2 -0.1
-0.4 -0.3 -0.3
0.1 0.2 0.4
-0.5 0.0 -0.3
-0.2 -0.2 0.2
-0.4 0.0 0.0
0.1 0.3 0.0
0.1 -0.1 0.0
-0.4 0.0 -0.1
0.2 0.3 0.4
0.0 -0.7 -0.2
-0.3 0.1 -0.2
-0.4 0.2 -0.3
0.4 -0.5 0.0
0.1 0.7 -0.5
-0.3 -0.9 0.7
0.4 0.7 0.6
-0.7 -1.0 -0.8
1.7 -0.6 0.7
-1.1 0.2 0.8
-0.7 -0.1 0.3
-0.6 0.4 0.4
0.8 -0.2 -0.8
-0.4 0.2 -0.2
0.3 0.2 -0.1
-0.4 0.0 0.1
-0.4 0.1 -0.1
0.3 0.6 -0.6
0.6 -0.3 -0.2
0.3 -0.1 0.4
-0.2 -1.0 0.1
-0.2 0.6 -0.4
-0.2 0.0 -0.2
0.2 0.3 0.1
0.1 0.5 0.3
0.3 -0.3 -0.3
0.1 0.1 -0.5
0.0 0.1 0.2
-0.5 -0.3 1.0
0.6 -0.8 -1.0
-0.9 0.7 -0.7
-0.6 -2.0 1.0
1.7 3.4 -0.5
0.8 -0.5 -0.2
0.2 -1.1 0.7
-1.3 1.5 1.8
0.1 -1.6 -2.2
0.4 0.8 0.2
0.3 -0.6 -0.3
-0.1 0.3 0.0
-0.3 0.1 0.1
0.3 -0.2 0.4
0.5 0.5 -0.1
0.2 0.2 -0.3
-1.0 -0.9 -0.5
0.1 -0.1 0.0
-0.5 0.5 0.4
-0.2 0.2 0.0
0.3 -0.5 -0.6
-0.1 0.4 -0.2
0.1 -0.3 0.2
-0.1 0.5 0.8
0.9 -0.9 0.2
-1.4 0.4 0.1
0.5 -0.7 -1.4
0.3 0.7 -0.1
0.5 -0.6 -0.3
-2.7 1.5 1.0
2.1 0.1 -0.8
0.0 -0.7 0.5
0.3 0.6 -0.1
0.1 0.7 0.2
0.3 0.0 0.2
-0.1 -0.8 -0.2
-0.5 -0.1 0.2
0.5 -0.1 0.0
0.7 0.5 0.1
-0.7 0.8 -0.1
-0.3 -0.3 0.7
0.2 -0.3 0.5
-0.1 -0.3 -0.2
-0.2 -0.5 0.5
-0.3 0.4 -0.9
0.1 -0.4 0.2
-0.5 0.2 -0.1
0.3 -0.4 -0.2
-1.1 -1.4 0.5
2.2 0.8 0.4
-0.7 -0.5 -0.2
-0.7 -0.6 -0.5
1.7 0.2 0.0
0.7 0.4 -0.2
-0.8 -1.0 -0.6
0.3 0.8 1.9
0.7 0.3 -0.9
0.4 0.2 0.3
0.1 0.5 0.0
-0.2 -0.1 -0.4
-0.2 0.0 0.2
-0.3 0.0 0.0
0.2 0.3 -0.5
-0.5 -0.2 0.2
-0.3 0.8 -0.3
-0.5 -0.4 -0.2
-0.4 -0.2 0.4
0.2 0.0 -0.7
-0.4 0.3 -0.4
0.2 0.0 -0.2
-0.5 -0.2 0.1
0.0 0.3 0.1
0.9 0.7 0.1
-0.9 -0.7 -1.0
0.2 -0.3 1.1
-0.1 -0.3 -0.1
-0.2 0.2 0.0
0.2 0.2 -0.1
-0.5 -0.5 0.1
0.4 0.8 0.0
-0.1 -0.1 -0.1
-0.4 -1.2 0.3
0.4 1.0 -0.6
0.9 -0.1 -0.3
0.0 0.3 -0.2
-0.3 0.5 0.4
0.0 -0.3 0.2
-0.2 -0.4 -0.1
-0.1 0.3 0.1
-0.4 0.0 0.3
1.5 0.2 -0.1
-0.7 -0.3 -0.2
-0.3 0.8 0.5
0.3 -0.7 -0.1
-0.7 0.1 0.2
0.0 0.0 0.2
-0.3 0.4 -0.1
0.3 -0.5 -0.5
0.0 -0.1 0.0
-0.2 0.8 0.1
0.1 0.0 -0.4
0.1 -0.4 0.6
0.1 -0.1 -0.3
0.4 -0.2 0.2
-0.1 0.1 0.1
-0.3 0.0 0.3
-0.1 -0.3 -0.5
-0.1 0.0 -0.1
-1.1 0.8 0.5
1.1 -0.6 -0.9
-0.4 0.1 1.0
0.1 -0.6 -0.1
-0.3 0.4 -0.6
0.8 -0.3 -0.1
0.5 -0.1 0.4
0.3 0.4 0.0
-0.8 -0.1 0.3

* LUMO energy (spin up / spin down): -0.1413 / -0.3292 Ha
* E_HOMO (spin up / spin down): -11.826 / -11.826 eV
* total charge: +2
* multiplicity: 3